DFT (ωB97M-V with the def2-TZVPD basis set) results for an isolated ion of composition HNO4S and charge -2 at a distorted geometry.

```
7
Properties=species:S:1:pos:R:3:forces:R:3:lowdin_charge:R:1
N 0.441500 -0.953378 -0.309300 -0.77 -1.94 -1.49 -0.392
O 0.858309 -1.410488 0.868073 -0.08 -0.20 0.97 -0.476
O -3.737193 -0.556522 -0.517906 0.12 -0.05 -0.59 -0.627
O -2.358462 1.333524 0.294101 0.07 -0.68 -0.39 -0.641
O -0.972190 -1.066303 -0.657837 -1.05 0.36 0.64 -0.489
S -2.588669 -0.149999 0.322065 1.48 0.02 0.61 0.623
H 0.572714 0.008283 -0.373667 0.24 2.49 0.24 0.002
```
Forces are in eV/Å.

Highest occupied orbital energy (alpha / beta) in hartree: 0.104 / 0.104
Charge: -2
Lowest unoccupied orbital energy (alpha / beta) in eV: 6.84 / 6.84
Relative energy (zero: lowest compared OMol25 entry of this formula, charge and spin) in eV: 1.602
Molecular weight in g/mol: 111.08